(1)
Formula: C4H9N3
Source: OMol25
Level of theory: the ωB97M-V functional and the def2-TZVPD basis

Structure (XYZ):
```
16
Properties=species:S:1:pos:R:3:forces:R:3
H -1.644920 -2.052481 -1.016685 -0.2917 0.4788 -0.2331
H 1.266370 -0.813251 -2.165229 0.1379 -0.5691 0.2015
C -1.207235 -0.848855 0.415203 -0.3004 2.8434 -1.2998
H 0.667340 1.627413 -1.225450 0.1688 0.0466 0.0271
C -0.893381 0.136527 1.413402 0.3426 -0.0773 0.1588
H 0.762648 -1.757223 0.015519 0.5149 1.4252 -0.4218
C 1.363356 -0.790951 -0.216814 1.1136 -2.8225 -0.5330
H 1.993243 -0.571041 0.650270 -0.1180 0.4052 -0.0494
H -0.836453 2.255090 -0.563193 -0.0991 0.0915 0.1259
C 0.075879 1.712206 -0.313063 -0.4735 -0.1522 -1.0526
N -1.913313 -1.718935 -0.094876 0.9886 -0.5186 0.5549
N -0.181266 0.362575 0.138603 -1.1940 -1.7203 1.8370
H -1.702168 0.829735 1.631007 -0.1386 0.0409 0.0675
N 1.876442 -0.555343 -1.389151 -0.5155 0.9579 0.5238
H 0.655274 2.268336 0.433110 -0.1484 -0.2752 0.0434
H -0.281817 -0.083800 2.287347 0.0127 -0.1543 0.0499
```
Positions in Å, forces in eV/Å.

## Properties
**HOMO energy**: -8.1 eV
**Frontier orbital gap**: 0.3245 hartree
**Max |F|**: 3.1 eV/A
**Total energy**: -321.89004 a.u.

natural (NBO) population analysis, charges in e, atoms 1 to 8:
1. H 0.39
2. H 0.32
3. C 0.55
4. H 0.24
5. C -0.31
6. H 0.11
7. C 0.00
8. H 0.16

---

(2)
Formula: C28H84O14S14
Source: OMol25
Level of theory: the ωB97M-V functional and the def2-TZVPD basis

Structure (XYZ):
```
140
Properties=species:S:1:pos:R:3:forces:R:3
C -3.555494 4.419248 1.327546 -0.5664 0.4259 -0.1155
H -3.019974 3.865808 2.098936 -0.0723 0.3935 -0.0787
H -0.280654 -1.192642 -1.436844 -0.2694 0.0465 0.1918
O 0.892036 -4.852442 0.079636 2.0457 -0.0022 1.3840
H 0.057526 -2.869392 1.822826 -2.9539 -0.6076 0.4062
H 4.510736 2.104178 0.070516 0.2754 -0.8470 0.6721
H 4.254316 -5.178512 0.651186 -0.4958 -0.0296 -0.8237
H 4.955386 -0.161062 -0.671214 0.1299 0.0096 0.3150
H -1.086164 -2.717132 0.396806 0.4430 0.8940 0.0975
C 2.858746 -1.151592 -1.578874 3.7669 -5.6531 1.4365
C -3.690444 0.079338 0.951806 -0.6288 -0.1088 1.2702
H -0.346704 2.968388 0.916316 1.9293 1.1502 0.7922
H 1.209106 2.131508 -3.868294 -0.0147 -0.7190 -0.0726
H 2.879436 2.266558 0.680736 0.5679 -2.0475 -0.0715
C -3.620864 -2.679782 1.592866 -0.9907 -0.7895 -1.2362
C -0.667584 -1.880372 5.082646 0.8327 -0.5097 -1.1728
H 0.030076 1.843798 -2.562014 0.5392 0.2916 -0.0237
O 3.106086 -3.628992 -2.665244 0.8481 1.5141 -1.5422
O -1.268144 -4.043082 -4.476794 -3.5765 -2.7955 4.9278
C -0.934744 -3.067782 1.417696 -1.4665 0.1238 -0.2525
H 0.703356 2.251388 -0.229454 1.5778 1.0224 0.7530
S -1.386244 -4.295492 -2.961994 0.6183 1.9775 -0.8475
H 1.178716 0.370688 2.632446 0.5071 -0.3545 0.9950
H 5.349376 -2.726212 -1.288224 -0.1043 -0.1839 -0.2014
C 2.179436 -1.817862 -5.178784 -0.0563 -0.0588 -1.0504
H 1.048976 -2.684452 1.538436 2.6741 0.1670 -1.2508
H -1.823544 1.967938 5.252566 0.0601 0.0214 -0.1743
O -2.003034 -0.741012 2.404906 -0.4252 -3.9988 2.5596
H 3.006216 -4.998642 1.875596 -0.4661 0.0409 -0.2511
H -3.539944 -2.504782 0.520056 0.5556 0.4803 -0.0808
H -3.407114 0.510838 -1.452054 -0.2861 -0.5369 -1.5871
C -3.098474 1.697048 2.880556 -1.6199 -0.3363 0.7899
H -0.336334 0.632818 3.410766 0.1142 -1.6311 0.3407
H 0.662786 -3.066382 -1.911324 -0.6464 0.4935 -0.8056
H 3.015346 2.766678 2.394796 -1.7054 0.7110 1.0094
C -1.716534 2.953608 4.799696 0.1033 1.1438 0.4763
H 4.014126 2.761888 -3.149344 -0.2090 -0.5548 -0.2667
C -3.504114 0.526388 -2.537624 -2.6009 -0.4423 0.2763
H 2.295946 -1.706442 0.863616 -0.3935 -1.6467 0.0958
H -0.109654 5.470928 3.931156 0.7084 -0.3750 0.1138
S 1.928856 4.214588 0.795966 0.2344 0.2438 0.7704
H -2.920604 0.702868 3.290526 -0.4965 -0.2838 -0.8105
C 1.506646 -2.406262 0.589096 2.4438 -1.0936 1.3040
H 3.910566 -3.614782 1.329596 0.1349 0.1511 0.0736
H -4.032174 5.330158 1.689646 0.8698 0.5416 -0.1537
O 2.305556 -0.140122 0.231496 2.0706 2.9646 3.9625
S 3.613796 -2.205452 -2.936434 0.8107 -2.0774 3.1781
H 0.852616 -1.766572 -0.003484 0.0654 -1.1123 -0.0067
C -0.337174 4.706288 3.188416 -1.6560 -0.0219 -0.0790
S -2.624904 4.555558 -0.202574 1.6896 1.5401 -0.3438
H -6.233894 -1.981482 -2.045914 -0.4733 0.5668 0.5132
H -1.806724 -2.230082 -1.471404 0.3788 -0.4067 0.1219
H -0.921654 -2.588832 4.294206 -0.2101 -0.2521 0.7807
H -3.646634 -0.626152 1.781536 -2.1614 1.6456 -0.2857
C -2.159754 2.832008 -0.419844 -1.5908 4.5376 1.1192
O -5.570054 1.570048 1.932666 0.3594 1.2172 -0.3537
H -1.582874 2.671648 -1.330654 -0.9401 1.1343 -0.2524
S -4.177324 1.802308 1.387736 -1.7560 -5.8024 2.7862
H -4.440764 3.856018 1.032326 0.1336 0.2992 -0.0465
H -3.573624 2.103538 3.773356 -1.1584 0.4322 -0.9179
H -4.195394 -0.293162 0.060526 -0.0277 0.4910 0.4617
H 5.787076 -3.021182 -3.002944 0.0962 0.0557 0.1293
H 5.787946 -1.354512 -2.341874 0.1838 -0.0016 -0.1148
H -3.219454 -2.835462 -2.182824 0.4346 -0.4208 -0.3381
H 4.697436 1.554798 -1.967854 -0.0773 -0.1988 -0.4607
O 2.263746 0.058708 -2.989014 0.7989 6.6059 -4.1839
S 2.117806 -3.953882 -0.242524 -1.5000 -1.3871 3.1028
H -4.509214 -2.111722 1.868986 0.3129 -0.1873 0.5695
H -0.140084 -0.839332 2.256276 0.9810 -0.6018 2.9883
H 3.624526 -0.413322 -1.340894 -0.9386 -0.1291 -1.1213
H -2.077644 2.073898 2.817316 -2.1417 -0.1155 -0.9239
O 3.301246 3.821118 0.222906 -1.7776 3.3284 -1.3539
H -4.702644 -2.247972 -2.522504 0.5144 0.6635 0.2352
C 0.336326 -4.033862 -2.292774 -1.1390 -0.7640 -0.3487
H -0.329864 -2.440872 5.954356 -0.1549 0.2831 0.0891
H 2.858966 -1.686812 -0.629334 0.9226 -1.0449 -1.3957
H 0.498316 -0.072722 -3.879614 -0.2389 -0.3135 -1.1278
H 0.139856 4.826258 2.215716 -0.0118 0.1776 0.4562
H 4.087276 2.265508 1.871206 1.5812 -0.5142 -0.8982
C 5.018716 -0.523562 0.354786 -0.5831 0.1079 -0.6774
H -1.468284 2.590878 0.387516 -1.5675 0.8143 -0.0885
H -4.987534 -1.367292 -0.876114 -0.0061 -0.7543 -0.2758
S -5.326954 0.084768 -2.739844 0.9171 -0.2896 -2.9898
C -0.199404 -0.677152 -4.459224 0.3305 -0.3693 -2.2031
H 1.092086 3.296828 -2.745244 0.0152 0.1023 1.0649
S 0.853226 -1.159452 4.401446 0.0011 0.6122 1.4028
H -2.613144 0.106008 0.788076 -1.9378 -0.4169 0.5529
H 1.030286 -4.350232 -3.071504 -0.2592 -0.1063 0.2508
H -0.055974 3.729568 -0.620594 0.7509 0.5776 0.4085
H 5.919116 -0.009202 0.690666 -0.0930 -0.6290 0.8979
O -6.208384 1.028088 -2.034344 0.2094 0.2559 1.1589
H 2.747806 -1.154032 -4.527334 -0.9602 -0.0836 -0.7270
H -1.243824 -0.681572 -4.147384 0.4208 0.0068 0.1116
C 3.855416 1.832608 0.898096 -0.4471 -2.0979 1.2641
H -1.396334 4.880588 2.998916 -0.0586 -0.1334 -0.1940
H 0.407996 -4.623552 -1.378864 -0.7551 -0.7254 -1.2321
H -2.930714 -0.245252 -3.051304 -0.1336 0.2000 0.2236
C -0.259764 0.150988 1.093156 -0.1215 0.7200 -5.2378
C 5.310366 -2.333602 -2.304314 -0.1569 0.2893 -0.0661
S 3.486936 0.025538 1.212206 0.4667 2.1474 -1.7304
O 1.242186 -0.176862 5.472006 0.5162 0.2634 -0.2182
H -0.900024 -0.731132 1.087446 0.2862 0.9442 -1.2274
H -2.073374 -1.905502 -3.151234 0.1382 -0.7619 -0.1609
H -2.886764 2.042068 -0.231254 -0.8324 2.9070 -0.9395
H 3.825016 2.944508 -1.418504 -0.2193 0.1509 -0.2070
C 3.440206 -4.537072 0.988626 -0.3321 1.2377 0.3709
H 2.330146 4.262058 3.179806 0.8511 0.3668 -0.2967
S -2.115814 -2.255582 2.515766 -2.3399 -0.9758 -0.5060
H -0.985214 -4.118012 1.130336 -0.4956 -0.5176 1.3048
H 0.758866 -0.179572 1.296236 -0.5866 1.2866 -3.4874
H 0.203876 -0.086482 -2.631144 -0.9347 0.6117 1.7731
C 0.289256 -0.151602 2.984826 2.3010 -2.6655 6.3193
H 2.701396 -2.770122 -5.272954 0.0907 -0.0730 0.1910
H 4.952816 -1.608862 0.278116 0.8003 0.1795 0.4680
H 1.850646 -0.899512 -1.907954 2.4094 -2.8124 0.3151
H -2.522514 3.176558 4.100546 0.4396 0.3173 1.0025
O -2.242824 0.799388 -0.511844 7.5987 -4.4137 -2.4199
S -0.703694 0.989768 -0.483874 -0.2299 -5.4786 -1.2053
C 3.863536 2.209068 -2.222084 -0.4821 0.3598 0.0404
C -5.252584 -1.523532 -1.921794 -0.8440 0.0908 -0.2046
H 2.233206 -1.413512 -6.189584 -0.9096 0.1696 -0.1664
S 2.323186 1.250178 -1.980854 -0.1073 1.2246 -3.3758
H -3.926634 -3.725562 1.562216 0.6249 -0.3488 0.9176
C 0.439686 3.216358 0.203446 2.7872 0.3915 -0.7547
H -1.701574 3.713328 5.581166 0.4609 -0.0083 0.0373
C 2.181086 3.465988 2.450306 -1.1153 1.4652 0.4163
C -2.160914 -2.686352 -2.395784 -0.4015 -0.4417 0.6286
S 0.545056 -2.374202 -4.573794 0.2010 0.4783 -2.2324
H -3.230074 1.534878 -2.847394 -0.5008 -0.0614 -0.4404
C 1.029766 2.209788 -2.796004 0.6006 1.7528 -1.5113
H -0.508184 0.819288 1.917636 -0.7081 -0.4565 -2.6226
O -1.273264 5.305528 0.034166 -2.1043 -0.5654 0.1307
O -0.677834 2.073778 2.582786 2.7247 5.4754 2.1530
H -1.500874 -1.197502 5.248166 0.2878 0.1444 0.1079
O -0.031064 -3.207402 -5.690304 3.8710 3.7104 -2.1807
H 1.205656 3.180038 2.843836 2.0972 -1.1769 -1.3095
C 0.183266 -0.212652 -1.548674 -2.7419 -1.0535 0.5925
S -0.227634 2.983568 3.790766 -1.9440 -0.2907 0.7494
H 1.215826 -0.420612 -1.268174 -2.4114 1.4079 2.0773
H -0.153504 -0.301112 -5.481274 -0.1928 0.1089 -0.1660
```
Positions in Å, forces in eV/Å.

## Properties
**HOMO energy**: -6.9 eV
**Frontier orbital gap**: 0.2414 hartree
**Max |F|**: 9.1 eV/A
**Total energy**: -7743.23001 a.u.

Mulliken population analysis, charges in e, atoms 1 to 8:
1. C -0.04
2. H -0.52
3. H -0.49
4. O -0.86
5. H -0.03
6. H 0.73
7. H 0.35
8. H -0.06

---

Across the entries above, energy above the lowest of the compared OMol25 structures with the same formula, charge and spin takes the values 525.9; 3944.4 kJ/mol, respectively.